# 1
Density functional theory data (wB97M-V/def2-TZVPD) for one molecule with the formula C4H9NO.

Each line ends with the Löwdin charge.
Cartesian coordinates (Å):
O -2.224 -0.741 -0.077  -0.060
N 0.421 0.741 -0.624  -0.113
C -0.484 0.861 0.529  -0.186
C 0.901 -0.557 -1.078  -0.161
C -1.274 -0.382 0.905  -0.275
C 1.802 0.386 -0.379  -0.154
H -0.598 -1.222 1.132  0.106
H 0.619 -1.458 -0.535  0.096
H -1.840 -0.176 1.819  0.121
H 2.550 0.956 -0.926  0.101
H 0.963 -0.682 -2.157  0.102
H -1.213 1.643 0.285  0.117
H -1.793 -0.685 -0.940  0.080
H 0.087 1.196 1.404  0.117
H 2.082 0.121 0.643  0.108

* ΔE to the lowest compared entry with this formula, charge and spin: 247.2 kJ/mol
* calculated total energy: -7829.758 eV
* SMILES: OCCN1CC1
* lowest unoccupied orbital energy: 1.1 eV
* 2S+1: 1
* E_HOMO: -9.1795 eV
* molar mass: 87.122 g mol⁻¹

# 2
Density functional theory data (wB97M-V/def2-TZVPD) for a 4-piece molecular cluster, C15H24N3O4P overall at a distorted geometry.

Each line ends with the Löwdin charge.
Cartesian coordinates (Å):
P -3.735 2.619 1.305  0.486
O -4.404 1.536 0.223  -0.240
O -2.310 2.924 0.636  -0.199
O -4.567 3.962 1.007  -0.217
O -3.817 2.192 2.736  -0.262
N 1.701 0.318 -0.739  0.045
N 4.902 -1.088 0.272  -0.036
N 1.303 -5.044 -0.750  -0.016
C 5.718 -0.478 -0.629  -0.213
C 5.711 0.793 -0.080  -0.211
C 0.253 -5.893 -0.497  -0.187
C -5.624 4.334 1.936  -0.091
C 5.031 0.978 1.118  -0.143
C -4.049 0.277 -0.118  -0.160
C 1.727 0.775 -2.050  -0.151
C 0.501 0.572 -2.630  -0.154
C 0.858 -3.923 -1.444  -0.206
C -0.327 0.022 -1.671  -0.138
C -0.457 -3.944 -1.336  -0.171
C 4.428 -0.289 1.368  -0.181
C -0.903 -5.189 -0.792  -0.119
C 0.426 -0.061 -0.483  -0.156
C -1.310 3.338 1.558  -0.126
H -1.932 -5.481 -0.641  0.073
H 5.152 1.869 1.716  0.076
H 2.288 -5.175 -0.567  0.047
H -1.519 3.339 2.628  0.086
H 2.607 1.078 -2.597  0.094
H 0.144 -0.533 0.446  0.092
H -1.241 4.398 1.313  0.080
H 6.247 -0.940 -1.449  0.069
H -4.570 -0.460 0.493  0.092
H -5.414 5.381 2.155  0.088
H -6.587 4.082 1.492  0.086
H 4.700 -2.071 0.156  -0.010
H -3.045 0.319 0.305  0.074
H -5.677 3.812 2.892  0.074
H -1.354 -0.299 -1.759  0.073
H 3.817 -0.652 2.181  0.056
H -0.280 3.093 1.297  0.088
H -1.102 -3.188 -1.760  0.080
H 2.391 0.378 -0.004  0.107
H -3.977 0.025 -1.176  0.092
H 0.495 -6.736 0.132  0.089
H 0.130 0.619 -3.643  0.088
H 1.363 -3.171 -2.032  0.085
H 6.307 1.580 -0.518  0.070

* calculated total energy: -37891.364 eV
* lowest unoccupied orbital energy (spin up / spin down): 2.4 / 2.4 eV
* 2S+1: 2
* E_HOMO (spin up / spin down): 0.7209 / -5.3251 eV
* net charge: -1
* molar mass: 341.348 g mol⁻¹
* ⟨S²⟩: 0.750

# 3
Density functional theory data (wB97M-V/def2-TZVPD) for a 3-piece molecular cluster, C5H15N3O2S overall at a distorted geometry.

Each line ends with the Löwdin charge.
Cartesian coordinates (Å):
S 4.738 -1.231 -0.029  0.871
O 1.538 0.186 -1.812  -0.024
O 1.333 -1.902 -2.436  0.015
N 3.927 0.972 -1.817  0.098
N -10.703 -0.289 -0.005  0.196
N 0.792 -0.753 -1.743  0.033
C 3.858 -0.331 1.009  -0.712
C 3.624 -0.806 2.403  -0.092
C -10.513 -0.555 1.216  0.140
C 3.135 0.955 0.620  -0.185
C 3.798 1.723 -0.510  -0.151
H -10.280 -1.586 1.547  0.134
H 2.172 0.551 0.401  0.105
H 4.826 1.908 -0.277  0.123
H 4.670 1.487 -2.420  0.215
H -10.954 -1.038 -0.615  0.150
H 2.983 0.975 -2.192  0.082
H 3.120 1.589 1.420  0.102
H 3.879 -1.790 2.383  0.028
H 3.256 2.678 -0.669  0.149
H 4.249 -0.006 -1.572  0.002
H 0.691 -2.613 -2.553  0.107
H 2.627 -0.622 2.668  0.074
H -10.708 0.716 -0.390  0.213
H 4.330 -0.270 3.183  0.161
H -10.386 0.052 2.190  0.167

* ΔE to the lowest compared entry with this formula, charge and spin: 0.0 kJ/mol
* calculated total energy: -24809.085 eV
* lowest unoccupied orbital energy: -7.2 eV
* 2S+1: 1
* E_HOMO: -13.9192 eV
* net charge: +2
* molar mass: 181.261 g mol⁻¹

# 4
Density functional theory data (wB97M-V/def2-TZVPD) for C6H8N2O as an isolated structure at a distorted geometry.

Each line ends with the Löwdin charge.
Cartesian coordinates (Å):
O -0.051 1.037 2.383  0.118
N 0.027 -2.743 0.323  0.132
N 0.256 1.144 0.081  -0.065
C 0.050 -1.481 0.533  -0.266
C 1.084 -0.442 -0.577  -0.173
C -1.120 -0.736 1.071  -0.061
C -0.639 1.727 -0.937  -0.047
C 1.973 -0.595 -1.391  0.030
C -0.303 0.496 1.323  -0.408
H 2.748 -0.992 -2.005  0.005
H 0.947 -3.072 0.011  0.061
H -0.052 1.893 -1.841  0.087
H 0.980 1.786 0.397  0.147
H -1.448 1.037 -1.168  0.085
H -1.027 2.674 -0.563  0.088
H -1.926 -0.587 0.348  0.130
H -1.500 -1.147 2.011  0.136

* ΔE to the lowest compared entry with this formula, charge and spin: 548.8 kJ/mol
* calculated total energy: -11373.659 eV
* lowest unoccupied orbital energy: 0.1 eV
* 2S+1: 1
* E_HOMO: -7.6794 eV
* molar mass: 124.143 g mol⁻¹

# 5
Density functional theory data (wB97M-V/def2-TZVPD) for C13H27CsN3NbO3 as an isolated structure at a distorted geometry.

Each line ends with the Löwdin charge.
Cartesian coordinates (Å):
Cs -1.466 3.454 -2.654  1.188
Nb 0.064 -0.324 0.138  1.916
O -1.046 1.877 2.585  0.079
O -0.991 -0.266 1.831  -0.235
O -1.731 3.582 0.109  -0.027
N 1.863 0.460 0.220  -0.250
N -0.658 1.483 -0.323  -0.086
N -0.731 -1.336 -1.374  -0.249
C 2.152 2.253 1.847  -0.023
C 2.353 2.694 -0.610  -0.035
C -2.211 -2.482 -2.995  -0.035
C -2.180 0.134 3.827  0.032
C 4.124 1.419 0.609  -0.034
C -1.153 2.519 0.074  -0.579
C 2.507 -0.853 0.507  -0.138
C -1.359 0.699 2.708  -0.551
C -2.106 -1.832 -1.612  -0.651
C 0.364 -2.193 -1.867  -0.127
C 2.624 1.696 0.506  -0.637
C -2.385 -2.893 -0.549  -0.030
C -3.114 -0.693 -1.500  -0.042
H -2.258 -2.488 0.465  0.076
H -1.850 -1.815 -3.785  0.098
H 2.666 2.278 -1.577  0.097
H -2.948 0.073 -2.272  0.080
H 4.645 2.373 0.771  0.111
H 1.328 -1.697 -1.660  0.061
H 0.371 -3.206 -1.427  0.108
H -3.264 -2.720 -3.199  0.109
H 1.734 -1.671 0.547  0.065
H -1.693 -3.734 -0.676  0.089
H -1.528 -0.446 4.487  0.109
H -2.952 -0.526 3.425  0.099
H 3.026 -0.844 1.475  0.109
H -1.653 -3.424 -3.039  0.094
H 2.937 3.607 -0.422  0.109
H 2.358 1.525 2.643  0.099
H -4.120 -1.118 -1.649  0.108
H 1.078 2.468 1.873  0.058
H -3.414 -3.258 -0.646  0.110
H 1.295 2.975 -0.673  0.042
H -3.109 -0.202 -0.517  0.075
H 3.234 -1.114 -0.278  0.110
H 0.259 -2.300 -2.955  0.096
H 2.709 3.177 2.063  0.111
H 4.352 0.773 1.464  0.090
H 4.513 0.970 -0.311  0.100
H -2.636 0.944 4.394  0.104

* ΔE to the lowest compared entry with this formula, charge and spin: 0.0 kJ/mol
* calculated total energy: -26617.474 eV
* lowest unoccupied orbital energy (spin up / spin down): -8.0 / -8.0 eV
* 2S+1: 1
* E_HOMO (spin up / spin down): -15.6185 / -15.6188 eV
* net charge: +2
* molar mass: 499.188 g mol⁻¹

# 6
Density functional theory data (wB97M-V/def2-TZVPD) for one molecule with the formula C3H4ClFN2 at a distorted geometry.

Each line ends with the Löwdin charge.
Cartesian coordinates (Å):
Cl 0.072 0.953 1.782  0.650
F -2.093 1.549 -0.181  0.015
N 1.613 -2.273 -1.654  -0.013
N 0.616 -1.493 -1.188  -0.069
C -1.141 0.691 -0.587  -0.182
C 0.889 -0.661 -0.294  -0.238
C -0.118 0.315 0.150  -0.630
H 2.380 -2.410 -0.974  0.091
H 1.946 -0.598 0.193  0.141
H 1.173 -3.155 -2.006  0.107
H -1.265 0.308 -1.603  0.129

* ΔE to the lowest compared entry with this formula, charge and spin: 122.7 kJ/mol
* calculated total energy: -21393.967 eV
* SMILES: N/N=C/C(Cl)=C/F
* lowest unoccupied orbital energy: 0.7 eV
* 2S+1: 1
* E_HOMO: -8.8609 eV
* molar mass: 122.530 g mol⁻¹

# 7
Density functional theory data (wB97M-V/def2-TZVPD) for C18H18N5O3SeW as an isolated structure at a distorted geometry.

Each line ends with the Löwdin charge.
Cartesian coordinates (Å):
W 0.670 0.037 -0.788  1.390
Se 2.340 -0.931 -2.022  0.442
O 1.783 1.065 0.272  -0.287
O -0.866 1.318 0.090  -0.155
O -0.186 -2.907 -2.039  -0.037
N -0.633 -1.780 -1.417  -0.145
N -1.368 0.343 -0.619  -0.224
N -0.646 2.814 -4.646  0.071
N 1.024 -1.803 3.176  0.137
N 0.493 -1.187 1.150  0.003
C 2.892 1.928 4.136  -0.057
C 2.851 2.500 1.799  0.021
C -1.890 -1.769 -1.133  -0.240
C -3.479 -0.356 0.459  0.024
C 0.020 -2.471 1.372  -0.096
C 2.192 0.770 3.868  -0.016
C 0.253 2.583 -2.433  -0.094
C 0.162 1.194 -2.484  -0.370
C -2.847 -2.866 -1.408  0.027
C 0.342 -2.857 2.626  -0.036
C -2.280 -0.522 -0.396  -0.222
C -0.360 0.647 -3.661  -0.123
C -0.143 3.335 -3.534  -0.134
C 2.146 1.332 1.546  -0.264
C 1.810 0.442 2.562  -0.077
C -0.748 1.487 -4.691  -0.140
C 3.225 2.791 3.097  -0.041
C 1.111 -0.807 2.274  -0.225
H -3.320 -0.864 1.415  0.106
H 3.175 2.163 5.152  0.115
H -0.059 4.416 -3.504  0.111
H -1.155 1.069 -5.606  0.110
H 3.772 3.701 3.301  0.119
H -4.361 -0.792 -0.009  0.094
H 0.625 3.096 -1.556  0.097
H -3.468 -2.597 -2.268  0.118
H 0.165 -3.772 3.162  0.129
H -3.651 0.699 0.655  0.100
H -0.478 -3.044 0.615  0.102
H -2.338 -3.799 -1.629  0.091
H 0.734 -2.678 -2.287  -0.010
H -3.515 -2.998 -0.557  0.096
H 3.090 3.156 0.975  0.131
H 1.441 -1.788 4.091  0.161
H -0.450 -0.423 -3.803  0.084
H 1.924 0.128 4.697  0.112

* ΔE to the lowest compared entry with this formula, charge and spin: 53.8 kJ/mol
* calculated total energy: -99715.291 eV
* lowest unoccupied orbital energy: -4.8 eV
* 2S+1: 1
* E_HOMO: -11.6953 eV
* net charge: +1
* molar mass: 615.174 g mol⁻¹